The following is a quantum chemistry calculation of an isolated molecule of C4H3ClN2S, from the OMol25 dataset.

Last column: Mulliken charge in e.
Atoms and positions in Å:
C -0.76 -1.09 -0.05  0.2074
C -0.29 -0.58 -1.38  -0.0444
C 0.84 1.28 -0.33  0.1264
C -0.23 -0.47 1.02  -0.1913
H -0.49 -1.12 -2.25  0.4449
H 0.74 1.25 1.69  0.2522
H -0.58 -0.73 2.04  0.3257
N 0.32 0.60 -1.46  -0.4514
N 0.58 0.67 0.92  -0.1126
S 1.66 2.66 -0.32  -0.3686
Cl -1.80 -2.48 0.12  -0.1884

Results
Charge ... 0
SMILES string ... S=c1ncc(Cl)c[nH]1
DFT total energy ... -1122.08620 a.u.
Energy above the lowest of the compared OMol25 structures with the same formula, charge and spin ... 0.551 eV
Multiplicity ... 1